DFT (the ωB97M-V functional and the def2-TZVPD basis) results for a 13-piece molecular cluster, C8H38O12 overall in a non-equilibrium geometry.

Geometry as XYZ:
```
58
Properties=species:S:1:pos:R:3:forces:R:3
H 0.8774 -2.7641 5.6943 -0.32 0.13 -0.17
O 3.2307 -0.4156 -1.4852 0.93 -0.14 -0.42
C -0.4234 2.7104 -0.7214 0.89 0.56 0.08
H -0.1820 -1.3800 2.3920 0.19 -0.51 0.18
H -0.6466 -0.2622 0.8049 -0.20 -0.05 -0.60
H 1.9623 0.3742 4.6912 0.26 -0.07 -0.05
H -0.6439 -0.5852 -1.7144 -0.05 0.06 -0.01
H 2.8692 -0.3356 -0.5934 -0.43 0.20 -0.16
O 0.7790 -2.1239 0.6339 -0.08 -0.08 0.28
H -0.9752 1.1997 1.4611 -0.64 0.61 -0.29
C 0.7324 2.9499 0.2644 -0.98 -1.25 -0.57
H -3.0350 -0.7019 0.0838 1.03 -0.23 -0.25
H -0.0796 2.9458 -1.7319 -0.14 0.14 0.03
H -4.4373 0.1146 1.9310 0.02 0.25 -0.26
H -3.2718 0.9308 -0.1545 0.16 0.53 0.17
C -0.4953 0.4912 -1.7625 -0.24 -0.58 0.08
H 2.9166 -2.1057 4.6082 -0.38 -0.15 -0.85
H -4.3928 3.7061 -2.3816 0.23 -0.21 -0.29
H -3.0739 1.1505 2.4547 -0.05 -0.24 0.29
O -0.7409 -1.5374 3.1750 0.31 0.34 -0.63
C -0.7814 1.2429 -0.7036 0.78 0.48 -0.33
H -3.0343 1.9499 -4.8132 -0.39 0.58 0.22
H 3.4489 -2.3299 3.0873 -0.62 -0.55 0.63
O 2.8770 0.6625 4.5822 -0.19 0.52 -0.03
H 0.5669 -2.0972 -3.4779 0.10 0.17 -0.07
C -3.3548 0.2479 1.9118 0.35 -0.61 -0.44
H 4.0081 -0.7528 2.0156 0.16 0.30 -0.16
O 3.7038 -0.3944 1.1701 -0.47 -0.29 0.13
O 0.2871 -1.4175 -4.1136 0.26 -0.09 -0.04
H -1.1776 3.4428 -0.4330 -0.58 -0.44 -0.23
H -0.1394 0.8321 -2.7283 -0.10 0.35 0.19
O -2.2889 -0.7252 -4.9665 -0.32 0.58 -0.40
H 2.7267 2.5267 0.7601 0.02 -0.05 -0.05
H 2.6029 -0.1409 -2.1561 -0.41 0.35 0.45
O 1.9906 -2.7027 -1.9924 -0.39 -0.23 -0.44
H 1.7158 -2.0086 0.4280 -0.27 0.13 -0.14
H 0.2971 -2.0635 -0.2027 0.42 0.03 0.07
H -1.5429 -1.0791 2.8977 -0.07 0.01 0.53
C 1.9407 2.4720 0.0157 0.39 0.87 0.50
H -4.2342 2.1467 -2.6237 0.01 0.79 -0.26
H 4.4534 -0.0495 0.6823 0.38 -0.01 0.17
O 1.2369 -2.1931 5.0110 -0.03 0.19 0.10
O -4.6827 2.8374 -2.1015 -0.36 -0.32 0.80
H 1.0913 -0.9319 -4.3247 0.01 -0.16 -0.03
O -3.5780 1.4994 -4.1522 0.89 -0.67 -0.82
H -2.9808 -0.6872 2.3666 -0.27 0.62 0.40
H 2.2185 2.1254 -0.9724 -0.11 -0.17 0.01
H -2.4984 -1.6342 -4.7473 0.46 -0.10 0.04
O 3.6148 -1.9329 3.9474 1.35 0.49 -0.45
H 0.5180 -1.8268 4.4530 -0.05 -0.47 0.40
C -2.7193 0.2588 0.5040 -2.14 0.30 0.65
H -3.1995 0.6037 -4.3166 -0.47 0.02 0.45
C -1.2568 0.6222 0.5715 0.77 -0.99 0.27
H 2.0978 -3.4525 -1.3999 0.26 0.03 -0.13
H -1.3310 -0.5840 -4.9691 -0.22 -0.77 0.35
H 3.2638 0.0623 3.9323 -0.19 -0.18 0.38
H 2.8073 -2.1728 -2.0186 -0.16 -0.22 0.48
H 0.3627 3.2823 1.2269 0.65 0.20 0.22
```
Forces are in eV/Å.

Summary:
Energy relative to the best compared isomer or geometry (same formula, charge and spin) in kJ/mol: 0.0
M in g/mol: 326.38
HOMO in eV: -9.37
Max |F| in eV Å⁻¹: 2.25
2S+1: 1
Gap between HOMO and LUMO in eV: 9.204

These are the Mulliken partial charges, in e, on atoms 1 to 4: H 0.270; O -0.703; C -1.101; H 0.311